Formula: C3H6NO2
Source: the Open Molecules 2025 dataset
Level of theory: ωB97M-V/def2-TZVPD

Structure (XYZ):
```
12
Properties=species:S:1:pos:R:3:forces:R:3:mulliken_charge:R:1
C 0.89981 0.89715 2.07548 -2.1 0.8 -1.4 -0.871
C 0.10240 0.60135 0.99735 1.2 -2.7 0.9 0.085
N 0.45286 -0.54079 0.14980 -1.9 4.0 3.3 -0.413
H 1.76500 0.33724 2.21385 1.6 -0.9 0.2 0.228
H 0.74856 1.68199 2.79448 -0.5 0.2 0.0 0.255
H -0.93801 1.01127 0.87132 1.5 -0.2 -0.4 0.231
H 1.20882 -1.10618 0.51608 -0.4 0.1 -1.0 0.134
H -0.18836 -0.43622 -0.64605 1.3 -1.2 0.3 0.459
O 0.16736 -0.31201 -2.47169 -1.1 -1.0 -0.7 -0.678
C -1.02614 -0.67064 -2.25315 1.1 5.1 2.0 -0.122
O -1.78009 -0.06712 -1.37893 0.8 -1.8 -1.6 -0.734
H -1.41221 -1.39604 -2.86855 -1.4 -2.4 -1.5 0.428
```
Positions in Å, forces in eV/Å.

Output
E_tot (eV): -8792.9343
Kohn-Sham gap (eV): 7.89
Net charge: -1
LUMO level (Ha): 0.1577
Max |F| (eV Å⁻¹): 5.5
Energy relative to the best compared isomer or geometry (same formula, charge and spin) (kcal/mol): 52.6

---

Formula: C4H5NO
Source: the Open Molecules 2025 dataset
Level of theory: ωB97M-V/def2-TZVPD

Structure (XYZ):
```
11
Properties=species:S:1:pos:R:3:forces:R:3:mulliken_charge:R:1
C -0.79923 -0.45645 0.55437 -0.1 0.0 0.2 -0.635
C 0.21098 0.53645 0.63079 0.0 0.1 0.1 -0.302
C 0.72080 -0.77240 -0.69150 0.2 -0.2 -0.2 0.041
O 1.56218 -1.57718 -0.37123 -0.2 0.2 0.0 -0.550
C -0.05616 1.77892 -0.02511 -0.2 0.7 -0.6 0.266
N -0.30288 2.69561 -0.69273 0.2 -0.8 0.7 -0.453
H -1.79585 -0.18391 0.20797 0.2 -0.1 0.0 0.329
H -0.48434 -1.15630 -0.70123 0.0 -0.1 0.0 0.123
H -0.72934 -1.32496 1.20512 0.0 0.2 -0.1 0.358
H 1.00813 0.47563 1.36257 -0.1 0.0 -0.2 0.394
H 0.66571 -0.01542 -1.47901 0.0 -0.1 0.1 0.429
```
Positions in Å, forces in eV/Å.

Output
E_tot (eV): -7762.4514
Kohn-Sham gap (eV): 9.40
Net charge: 0
LUMO level (Ha): 0.0106
Max |F| (eV Å⁻¹): 1.1
Energy relative to the best compared isomer or geometry (same formula, charge and spin) (kcal/mol): 94.0

---

Formula: C20H36Cl8N4O2P
Source: the Open Molecules 2025 dataset
Level of theory: ωB97M-V/def2-TZVPD

Structure (XYZ):
```
71
Properties=species:S:1:pos:R:3:forces:R:3:mulliken_charge:R:1
C 3.20574 -0.85269 1.32350 0.4 0.2 0.4 -1.100
C 3.26256 0.67034 1.29844 0.4 -0.2 -0.4 -0.751
N 2.20334 1.26140 0.47243 -0.3 0.1 0.5 0.563
C 0.84802 0.95944 0.99017 0.8 -0.4 -0.3 -1.641
C 0.19842 -0.16037 0.18326 -0.2 0.1 -0.4 1.100
C -1.28808 -0.23577 0.21748 -0.5 0.1 0.4 -0.333
C -2.29081 0.37199 0.95424 0.1 -0.2 -0.4 0.418
P -2.11328 1.62831 2.27888 0.5 0.1 0.6 0.223
C -2.27997 3.20517 1.35555 -0.3 -0.2 -0.3 -1.011
C -3.74302 1.55540 3.10673 -0.3 -0.3 -0.6 -0.953
N -3.48664 -0.19651 0.51936 0.3 -0.4 -0.5 0.325
C -3.25397 -1.10155 -0.42747 0.0 0.3 0.4 0.008
N -1.93743 -1.12133 -0.63109 -0.3 -0.1 0.0 0.681
N -1.31751 -1.97989 -1.55402 0.0 -0.1 0.0 -1.437
C -1.15178 -1.44413 -2.66158 -0.2 0.7 0.6 0.818
O -1.00351 -0.90108 -3.65724 0.0 -0.4 -0.4 -0.327
C 2.39965 2.64000 0.26435 0.0 0.2 0.0 0.397
C 1.59056 3.28763 -0.82758 -0.2 -0.1 0.3 -0.750
O 3.22507 3.26704 0.87700 0.4 0.1 0.0 -0.608
H 2.56438 -1.24262 2.11617 -0.1 0.2 -0.4 0.130
H 2.94862 -1.27138 0.35145 -0.1 0.0 0.0 0.277
H 4.21051 -1.20509 1.56225 0.0 -0.1 0.0 0.519
H 4.20759 0.97070 0.84884 0.0 0.1 -0.1 0.604
H 3.27885 1.08995 2.30820 -0.2 0.0 0.1 0.386
H 0.98867 0.62223 2.01655 -0.4 0.3 0.2 0.401
H 0.25924 1.87069 0.96979 -0.2 0.0 0.1 0.151
H 0.49885 -0.02653 -0.85937 0.0 0.0 0.0 -0.470
H 0.58183 -1.13694 0.48786 0.1 0.0 0.0 0.302
H -2.14440 4.02593 2.05745 0.1 0.0 0.0 0.389
H -1.50519 3.25998 0.59178 0.1 0.1 0.0 0.227
H -3.25072 3.30886 0.86855 0.0 0.0 0.0 0.363
H -4.56076 1.41686 2.39805 -0.1 0.1 0.0 0.142
H -3.91606 2.51278 3.59364 0.1 0.0 0.2 0.460
H -3.78225 0.73611 3.82083 0.1 0.1 0.2 0.334
H -4.43490 0.00255 0.83731 0.1 0.1 0.1 -0.038
H -3.99487 -1.70680 -0.91947 0.1 0.0 -0.1 0.489
H 0.63587 2.78450 -0.98238 0.0 0.0 -0.2 0.122
H 1.43607 4.33382 -0.57897 0.0 0.0 0.0 0.310
H 2.19221 3.23342 -1.73357 -0.2 -0.1 -0.1 0.142
Cl -1.19502 -2.65854 2.64035 0.0 0.1 -0.1 -0.089
C -0.53983 -4.29650 2.94432 0.0 -0.2 0.0 -0.587
C 0.76404 -4.25926 3.69359 0.1 -0.1 0.1 -0.463
Cl 2.10211 -3.59145 2.71999 -0.2 -0.2 0.1 -0.144
H -0.43456 -4.79432 1.98425 0.0 0.1 0.0 0.301
H -1.28359 -4.82661 3.53575 0.0 0.0 0.0 0.360
H 1.04504 -5.27548 3.96413 0.0 0.0 0.0 0.345
H 0.68851 -3.66597 4.60092 0.0 0.0 0.0 0.314
Cl 2.30856 -0.16256 -2.86186 0.0 0.1 0.0 0.005
C 1.89008 -0.75074 -4.49374 0.1 0.0 -0.2 -0.490
C 3.00943 -1.52276 -5.14277 0.1 0.0 0.0 -0.536
Cl 4.38521 -0.47323 -5.56557 0.0 0.0 0.0 -0.167
H 1.60634 0.10612 -5.09963 0.0 0.1 0.1 0.348
H 1.03054 -1.39416 -4.37162 0.0 -0.2 -0.1 0.164
H 2.65137 -1.96968 -6.06842 0.0 0.0 0.0 0.361
H 3.37890 -2.31198 -4.49287 0.0 0.0 0.0 0.327
Cl 7.71062 1.66249 -2.07665 0.0 0.0 0.0 -0.183
C 6.73180 1.82054 -3.55726 0.0 0.0 -0.1 -0.235
C 5.99363 3.13253 -3.61261 0.0 0.0 -0.1 -0.503
Cl 4.71354 3.22628 -2.37274 0.1 0.0 0.0 -0.132
H 6.04396 0.97980 -3.59426 0.0 0.0 0.0 0.090
H 7.41510 1.75303 -4.40228 0.0 0.0 0.0 0.330
H 5.50931 3.23952 -4.58171 0.0 0.0 0.0 0.282
H 6.66135 3.97621 -3.46114 0.0 0.0 0.1 0.354
Cl -6.69215 0.14839 1.21526 0.0 0.0 -0.1 -0.233
C -7.06188 -1.24099 2.29541 0.1 -0.2 0.1 -0.318
C -8.19838 -2.07234 1.76019 -0.1 0.0 0.0 -0.489
Cl -9.73860 -1.19018 1.80978 0.0 0.0 0.0 -0.158
H -7.28917 -0.83539 3.27710 0.0 0.1 0.0 0.386
H -6.15773 -1.84405 2.36669 0.0 0.0 -0.1 0.256
H -8.31002 -2.96210 2.37745 0.0 0.0 0.0 0.342
H -8.01940 -2.37908 0.73259 0.0 0.0 0.0 0.303
```
Positions in Å, forces in eV/Å.

Output
E_tot (eV): -140841.6785
Kohn-Sham gap (eV): 8.43
Net charge: +1
LUMO level (Ha): -0.1064
Max |F| (eV Å⁻¹): 1.0

---

no.,HOMO level (eV)
1,-3.6
2,-9.1
3,-11.3